DFT (wB97M-V/def2-TZVPD) results for a molecular structure, C11H20F3INO3 at a distorted geometry.

Structure (XYZ):
```
39
Properties=species:S:1:pos:R:3:forces:R:3
O 2.072 -4.133 -2.752 -2.71 1.33 -3.88
C 1.607 -3.690 -3.824 3.98 -1.19 3.76
O 2.520 -3.034 -4.700 -3.30 -0.67 1.04
I 3.803 -1.869 -3.672 -0.03 -0.25 -0.35
O 0.224 -3.895 -4.130 0.83 3.08 -0.20
C -0.525 -2.702 -3.985 -1.93 -0.05 -0.32
F -1.007 -2.197 -5.224 1.80 -1.11 3.43
F -1.700 -2.999 -3.237 3.06 0.78 -1.64
F 0.202 -1.719 -3.270 -1.70 -1.87 -1.79
C 0.212 2.350 3.390 0.00 0.16 0.06
C -0.270 3.022 2.111 0.31 0.12 -0.12
C -1.530 2.424 1.488 0.03 0.32 0.02
C -1.692 0.908 1.431 -0.43 0.31 0.00
N -0.772 0.077 0.507 -0.27 -0.80 -0.23
C 0.208 0.827 -0.392 0.02 0.12 -0.07
C 1.569 0.763 0.274 0.48 0.60 -0.10
C 1.540 -0.424 1.216 0.59 -0.43 0.43
C 0.102 -0.901 1.314 -0.04 -0.19 -0.09
C -1.689 -0.752 -0.393 0.26 0.33 0.35
H 0.243 1.262 3.310 0.04 -0.05 0.01
H 1.223 2.686 3.631 -0.12 -0.01 0.08
H -0.439 2.610 4.228 0.07 -0.13 -0.02
H 0.532 3.045 1.372 0.02 -0.05 0.01
H -0.463 4.078 2.330 -0.08 -0.14 -0.10
H -1.688 2.859 0.497 -0.03 -0.05 0.05
H -2.374 2.790 2.086 -0.08 -0.34 -0.10
H -2.713 0.728 1.082 0.23 -0.05 -0.10
H -1.660 0.472 2.430 0.30 0.00 -0.17
H 0.259 0.296 -1.345 -0.27 -0.06 0.17
H -0.149 1.837 -0.597 -0.07 -0.16 0.15
H 1.812 1.669 0.824 -0.16 0.01 -0.05
H 2.361 0.659 -0.473 -0.22 -0.01 -0.01
H 1.929 -0.147 2.199 -0.08 -0.03 -0.11
H 2.183 -1.229 0.850 -0.18 0.06 0.06
H -0.252 -0.962 2.343 -0.14 0.10 -0.22
H 0.007 -1.894 0.867 -0.19 0.22 0.00
H -2.272 -0.063 -1.007 0.03 -0.12 0.09
H -2.337 -1.355 0.246 0.03 0.11 -0.11
H -1.078 -1.397 -1.023 -0.05 0.11 0.10
```
Positions in Å, forces in eV/Å.

## Properties
- Largest force on an atom: 5.60 eV/A
- Calculated total energy: -1308.59744 Eh
- Spin multiplicity: 1
- Charge: +1

=====

DFT (wB97M-V/def2-TZVPD) results for a molecular structure, C11H20F6KNO6S2 at a distorted geometry.

Structure (XYZ):
```
47
Properties=species:S:1:pos:R:3:forces:R:3
K -2.450 -2.600 -1.370 -0.25 0.03 0.17
C 4.085 -0.043 3.219 0.83 0.78 1.24
C 3.732 0.218 1.760 0.16 0.19 0.16
C 2.241 0.498 1.728 0.43 0.19 0.07
N 1.690 1.024 0.431 0.66 -0.19 -1.48
C 1.800 -0.034 -0.664 -0.75 -1.53 0.21
C 1.011 0.346 -1.904 -0.74 0.70 0.35
C -0.455 0.626 -1.592 -0.26 1.44 -0.44
C -0.629 1.696 -0.494 0.22 -1.85 0.25
C 0.275 1.423 0.729 -1.39 0.77 -0.72
C 2.472 2.197 -0.091 -0.11 0.70 1.76
H 4.301 0.875 3.783 -0.45 0.33 -0.40
H 5.035 -0.545 3.415 -0.23 -0.59 -0.55
H 3.296 -0.505 3.812 -0.02 -0.41 -0.35
H 4.056 -0.620 1.143 -0.39 -0.14 -0.05
H 4.278 1.085 1.387 0.18 0.00 0.15
H 1.991 1.276 2.452 0.17 0.04 0.08
H 1.661 -0.391 1.981 0.34 0.48 -0.12
H 1.453 -0.974 -0.225 -0.30 0.25 0.01
H 2.840 -0.247 -0.905 0.19 0.62 0.22
H 0.972 -0.408 -2.687 0.86 -0.12 0.08
H 1.458 1.274 -2.264 -0.03 -0.17 -0.60
H -1.022 -0.279 -1.439 0.02 -0.34 0.71
H -0.971 1.058 -2.454 0.28 -0.20 -0.27
H -1.644 1.564 -0.118 -0.08 0.46 0.01
H -0.522 2.691 -0.919 0.14 0.07 0.09
H -0.185 0.656 1.348 0.30 -0.16 -0.15
H 0.242 2.362 1.285 0.73 -0.15 0.34
H 2.629 2.810 0.801 0.07 0.24 -0.21
H 1.914 2.794 -0.802 -0.11 -0.29 -0.17
H 3.454 1.914 -0.452 -0.17 -0.26 -0.25
C -5.983 -0.090 -4.275 2.61 -1.00 -1.07
F -6.194 -1.293 -4.883 -0.58 0.66 0.82
F -5.908 0.787 -5.303 -0.68 0.12 1.11
F -6.906 0.192 -3.380 -0.32 0.08 -0.63
S -4.268 -0.222 -3.443 1.74 0.73 0.65
O -4.309 -1.526 -2.785 -0.63 -0.40 0.21
O -3.230 -0.195 -4.462 -0.94 0.04 -0.36
O -4.134 0.882 -2.496 -0.84 -0.37 -0.51
C -1.171 -2.855 3.348 1.65 1.90 0.00
F -2.438 -2.732 3.686 -0.28 -0.77 0.06
F -0.447 -2.116 4.245 -0.46 0.09 -0.37
F -0.671 -4.071 3.462 -0.81 -0.55 -0.13
S -0.880 -2.176 1.596 0.05 -3.12 0.33
O -0.875 -3.443 0.839 0.18 1.18 0.02
O -2.013 -1.357 1.268 -0.26 0.97 -0.13
O 0.414 -1.524 1.690 -0.77 -0.47 -0.14
```
Positions in Å, forces in eV/Å.

## Properties
- Largest force on an atom: 3.14 eV/A
- Calculated total energy: -2932.88798 Eh
- Spin multiplicity: 1

=====

DFT (wB97M-V/def2-TZVPD) results for a molecular structure, C11H20F6NO13RbS3 at a distorted geometry.

Structure (XYZ):
```
55
Properties=species:S:1:pos:R:3:forces:R:3
Rb 1.028 0.050 0.769 -0.03 0.15 0.09
C -0.516 -4.315 0.777 -0.11 0.42 1.31
F -0.513 -3.645 -0.374 -0.11 0.11 -0.30
F -1.423 -5.279 0.749 -0.15 -0.12 -0.42
F 0.679 -4.847 0.956 0.09 -0.03 -0.08
S -0.999 -3.167 2.217 0.75 1.11 -0.22
O -1.991 -2.270 1.675 0.40 -0.19 -0.27
O -1.399 -4.041 3.282 0.50 0.35 -0.38
N 0.398 -2.247 2.457 -1.74 -1.86 0.03
S 1.226 -2.870 3.680 1.55 0.01 1.52
O 0.894 -2.296 4.959 -0.16 -0.02 -0.54
O 1.480 -4.287 3.625 -0.12 0.54 -0.28
C 2.929 -2.098 3.357 -0.79 -0.28 -0.39
F 3.446 -2.601 2.227 0.14 0.10 0.06
F 2.847 -0.760 3.203 -0.17 0.23 -0.20
F 3.760 -2.314 4.359 -0.06 -0.30 0.04
C 0.099 -1.611 -2.864 0.51 -0.17 -0.49
O 0.747 -0.601 -3.657 -0.33 0.21 -0.35
C 1.617 0.214 -3.071 -0.06 -0.42 -0.58
O 1.972 0.125 -1.929 0.02 0.33 0.66
O 2.089 1.128 -3.914 0.69 -0.26 0.35
C 2.000 0.874 -5.320 -0.87 0.94 -0.34
H -0.174 -2.365 -3.600 -0.10 -0.07 0.20
H -0.794 -1.208 -2.392 0.18 0.04 0.25
H 0.829 -2.024 -2.169 -0.31 0.00 0.19
H 2.439 -0.067 -5.642 -0.11 -0.13 0.29
H 2.513 1.698 -5.813 0.21 -0.05 0.22
H 0.945 0.976 -5.587 0.16 -0.46 -0.29
C 4.372 2.215 2.707 -0.61 -0.81 -0.88
O 3.880 3.531 2.421 0.14 -0.09 0.74
C 2.591 3.584 2.113 0.35 0.09 -0.89
O 1.878 2.635 1.899 -0.29 -0.49 0.17
O 2.255 4.848 1.963 0.23 0.30 0.11
C 0.971 5.167 1.449 -0.85 0.53 0.21
H 5.365 2.262 3.134 -0.04 0.37 0.11
H 4.400 1.654 1.766 0.29 0.11 0.03
H 3.673 1.646 3.318 0.13 0.31 0.39
H 1.015 5.462 0.402 0.30 -0.22 -0.06
H 0.636 6.037 2.013 0.04 -0.04 -0.01
H 0.229 4.381 1.578 0.27 -0.21 0.03
O -1.596 0.499 -0.351 -0.51 0.29 -0.20
S -2.825 1.195 -0.028 -0.02 -0.58 0.81
O -2.743 2.510 0.535 -0.21 -0.40 -0.64
O -3.735 1.282 -1.367 0.58 0.37 1.32
C -3.863 0.080 -2.123 -0.25 -1.03 -0.60
C -4.740 0.351 -3.305 -0.14 1.16 -1.57
C -3.799 0.146 1.094 -0.15 0.97 -0.97
H -4.342 -0.708 -1.533 0.30 0.11 0.19
H -2.881 -0.255 -2.464 -0.03 0.02 0.23
H -4.842 -0.458 -4.030 -0.03 -0.56 0.66
H -4.304 1.110 -3.971 0.14 0.21 0.47
H -5.731 0.734 -3.061 0.01 -0.24 0.28
H -4.723 0.705 1.242 -0.07 -0.13 -0.04
H -3.299 0.032 2.050 0.37 -0.08 -0.20
H -3.972 -0.799 0.591 0.08 -0.14 0.25
```
Positions in Å, forces in eV/Å.

## Properties
- Largest force on an atom: 2.55 eV/A
- Calculated total energy: -3281.89166 Eh
- Spin multiplicity: 1

=====

DFT (wB97M-V/def2-TZVPD) results for a single C11H20IN2O2 molecule at a distorted geometry.

Structure (XYZ):
```
36
Properties=species:S:1:pos:R:3:forces:R:3
C -2.951 -0.551 -0.208 0.26 -0.23 -1.21
C -1.434 -0.188 -0.465 -2.23 1.05 0.73
C -1.400 0.434 -1.887 0.14 0.37 0.16
C -1.075 0.935 0.564 0.12 -1.12 0.17
C 0.312 0.840 1.278 0.20 0.37 0.05
N 0.046 0.495 2.703 0.09 0.40 -0.44
C 0.905 2.300 1.345 -1.80 0.26 -0.14
C 1.460 2.805 0.013 -2.19 0.10 1.64
O 2.542 2.624 -0.326 3.42 -0.62 -1.14
I 0.245 3.988 -1.374 -0.31 0.05 0.26
C 1.331 -0.206 0.701 -0.35 0.29 -0.30
C 0.784 -1.306 -0.261 2.10 -1.84 0.48
C 1.464 -1.146 -1.664 -0.33 0.88 0.60
C 1.334 -2.679 0.285 -0.61 -0.17 -0.39
N -0.682 -1.453 -0.315 0.26 1.61 -1.88
O -1.077 -2.274 -1.226 0.13 -0.61 0.83
H -3.416 -0.687 -1.200 0.03 -0.14 0.46
H -3.500 0.272 0.267 0.28 -0.32 0.09
H -3.057 -1.514 0.310 0.02 0.49 0.19
H -0.495 1.040 -2.050 -0.20 -0.45 -0.16
H -2.233 1.160 -1.926 0.31 -0.26 0.07
H -1.580 -0.286 -2.696 0.30 0.03 0.35
H -1.829 0.894 1.367 0.45 0.07 -0.14
H -1.253 1.892 0.055 0.35 -0.28 0.19
H -0.352 -0.443 2.743 0.13 0.16 0.07
H 0.958 0.476 3.157 -0.30 -0.26 0.18
H 0.037 2.940 1.582 0.37 -0.24 0.13
H 1.608 2.413 2.182 0.30 -0.08 -0.66
H 1.778 -0.713 1.569 -0.18 0.25 -0.28
H 2.184 0.270 0.189 -0.47 0.02 0.13
H 1.327 -0.109 -2.013 -0.11 -0.49 -0.24
H 2.548 -1.244 -1.495 -0.39 -0.15 -0.18
H 1.105 -1.886 -2.387 0.08 0.25 0.19
H 1.273 -2.734 1.382 0.20 0.05 -0.33
H 0.739 -3.522 -0.105 0.13 0.42 -0.01
H 2.354 -2.835 -0.092 -0.19 0.11 0.54
```
Positions in Å, forces in eV/Å.

## Properties
- Largest force on an atom: 3.65 eV/A
- Calculated total energy: -988.72111 Eh
- Spin multiplicity: 2

=====

DFT (wB97M-V/def2-TZVPD) results for a molecular structure, C11H20INO2OsPS3.

Structure (XYZ):
```
40
Properties=species:S:1:pos:R:3:forces:R:3
Os -1.007 -0.649 -0.983 -0.13 -0.42 0.58
C 3.751 -2.509 3.020 -0.02 -0.02 -0.07
C 2.249 -2.572 3.020 0.03 -0.01 0.07
O 1.724 -2.485 1.627 0.02 -0.01 -0.11
P 1.265 -1.216 0.895 0.62 -0.12 0.34
S 1.085 -1.600 -1.093 -0.31 -0.02 -0.14
S -0.644 -0.622 1.290 -0.15 0.09 -0.25
O 2.296 -0.110 1.254 -0.04 -0.07 0.12
C 2.204 1.321 0.951 0.02 0.11 -0.03
C 2.617 2.095 2.174 0.02 -0.06 0.01
H 4.101 -2.683 4.039 0.00 0.01 0.00
H 4.116 -1.538 2.691 0.00 0.02 0.01
H 4.169 -3.285 2.382 0.00 -0.01 0.02
H 1.786 -1.776 3.603 0.01 0.01 -0.01
H 1.876 -3.532 3.363 -0.03 0.00 0.00
H 1.178 1.550 0.656 -0.01 -0.03 0.01
H 2.873 1.488 0.108 -0.01 -0.01 -0.01
H 1.978 1.852 3.022 -0.02 0.03 -0.01
H 2.531 3.163 1.971 0.01 0.00 -0.01
H 3.652 1.881 2.437 -0.01 0.00 0.00
I -3.683 4.538 -0.781 -0.07 0.06 0.03
C -2.114 3.387 -1.469 0.03 -0.05 -0.04
C -1.062 3.935 -2.202 0.02 -0.01 -0.01
C -0.041 3.110 -2.645 -0.01 0.00 -0.02
C -0.072 1.764 -2.346 -0.11 0.03 -0.06
N -1.089 1.237 -1.634 -0.08 0.42 -0.28
C -2.095 2.031 -1.210 0.05 0.00 -0.06
H -1.047 4.993 -2.427 0.00 0.00 0.00
H 0.781 3.504 -3.226 0.00 0.00 0.00
H 0.698 1.082 -2.678 0.02 -0.02 0.05
H -2.892 1.560 -0.646 0.02 -0.02 0.04
C -4.196 -1.020 -1.772 -0.02 0.00 0.01
S -2.627 -1.735 -2.319 0.19 0.16 -0.14
C -2.700 -3.384 -1.595 -0.03 -0.07 -0.01
H -5.000 -1.589 -2.236 0.01 -0.02 -0.01
H -4.239 0.005 -2.135 -0.01 -0.01 -0.02
H -4.289 -1.059 -0.688 -0.01 0.00 -0.01
H -2.925 -3.328 -0.532 0.01 0.01 0.00
H -1.735 -3.859 -1.763 0.00 0.01 -0.01
H -3.472 -3.942 -2.123 0.00 0.00 0.01
```
Positions in Å, forces in eV/Å.

## Properties
- Largest force on an atom: 0.73 eV/A
- Calculated total energy: -2560.16598 Eh
- Spin multiplicity: 2
- Charge: +2

=====

DFT (wB97M-V/def2-TZVPD) results for 2 unconnected molecules or ions with the total composition C11H20N2 at a distorted geometry.

Structure (XYZ):
```
33
Properties=species:S:1:pos:R:3:forces:R:3
C -1.580 -3.175 0.162 -1.11 0.49 -2.31
C -1.129 -1.938 0.165 -1.83 3.30 -1.88
C -0.634 -1.054 1.280 2.30 0.75 -1.13
C -0.119 -1.630 2.544 -0.50 -2.87 1.34
N -0.434 0.185 1.003 -1.96 -2.71 -1.37
C -0.173 1.191 1.929 0.08 0.05 1.27
C -1.589 1.853 2.181 -0.46 -3.50 0.92
C 0.664 2.188 1.214 0.29 0.68 -0.61
H -2.237 -3.550 -0.686 1.24 0.41 1.16
H -1.408 -3.777 0.968 0.27 -1.88 1.97
H -1.505 -1.278 -0.737 1.17 -1.16 1.77
H -0.899 -1.518 3.317 0.32 -0.01 0.03
H 0.827 -1.223 2.964 -0.68 -0.14 -0.66
H -0.009 -2.786 2.432 0.01 1.98 0.21
H 0.427 0.788 2.822 -1.25 0.86 -0.48
H -1.576 2.758 2.797 -0.07 -0.39 0.05
H -2.027 2.020 1.195 0.19 0.27 0.09
H -2.239 0.919 2.604 1.16 2.63 -0.44
H 1.645 1.747 0.975 -0.08 0.37 0.27
H 0.740 3.002 1.988 0.30 0.05 -1.60
H 0.157 2.330 0.185 0.73 0.74 2.28
C 2.392 -0.269 -3.201 0.07 -0.85 1.30
C 1.070 -0.500 -2.389 0.24 -2.15 0.70
C 0.060 0.534 -2.704 -0.77 0.95 -0.14
C 0.126 1.742 -1.895 -1.33 -1.38 -1.71
N -0.939 1.106 -1.651 1.46 0.59 -0.11
H 3.123 -1.104 -2.987 -0.92 0.67 -0.58
H 2.968 0.642 -2.931 -0.78 -0.25 -0.22
H 2.057 -0.250 -4.239 0.64 0.02 -0.13
H 1.169 -0.546 -1.289 0.50 0.51 -0.33
H 0.704 -1.566 -2.543 0.31 1.12 -0.49
H -0.387 0.578 -3.707 0.50 -0.03 0.23
H 0.756 2.582 -1.765 -0.03 0.88 0.58
```
Positions in Å, forces in eV/Å.

## Properties
- Largest force on an atom: 4.21 eV/A
- Calculated total energy: -540.44758 Eh
- Spin multiplicity: 1
- SMILES: C=C/C(C)=N/C(C)C.CC[C@@H]1C=N1